A 9-piece molecular cluster, C39H74I2N2O20S8 overall in a non-equilibrium geometry, computed with wB97M-V/def2-TZVPD.

Each atom is followed by the atoms it is bonded to, with distances in Å.
Geometry (Å):
1 I -1.6959 4.1287 -2.4471  I2 3.219, C38 2.193
2 I -0.3111 2.5699 -4.8993  I1 3.219, C69 2.191
3 S -4.8309 3.2326 -5.2315  O22 1.440, O25 1.443, C47 1.788, C63 1.794
4 S -0.6827 -0.4673 8.4079  O14 1.445, O19 1.445, C54 1.785, C62 1.790
5 S 2.8109 -2.1561 4.0814  O12 1.444, O29 1.442, C39 1.793, C56 1.786
6 S 2.6078 -1.2195 11.6704  O23 1.441, O26 1.445, C36 1.793, C67 1.785
7 S -0.0908 -4.0313 -8.1584  O11 1.444, O17 1.442, C65 1.788, C66 1.795
8 S -1.8650 0.2062 3.3229  O18 1.450, O27 1.443, C51 1.789, C60 1.786
9 S 0.8017 0.7853 -9.3848  O16 1.445, O20 1.437, C43 1.793, C59 1.788
10 S 0.3747 -3.3915 -1.8588  O13 1.443, O24 1.445, C41 1.787, C55 1.793
11 O -0.9228 -3.3140 -7.2217  S7 1.444
12 O 1.9939 -1.4575 5.0447  S5 1.444
13 O 1.3482 -4.4413 -1.6757  S10 1.443
14 O 0.4705 0.4034 8.3917  S4 1.445
15 O 1.2284 4.1824 -2.0991  C38 1.429, C61 1.384
16 O 1.5711 -0.2010 -10.1086  S9 1.445
17 O 1.0590 -4.7905 -7.7325  S7 1.442
18 O -1.2446 -0.5408 2.2454  S8 1.450
19 O -1.8889 -0.1628 7.6732  S4 1.445
20 O 0.6229 0.7178 -7.9601  S9 1.437
21 O 4.9125 2.2884 -0.5336  C64 1.441, H91 0.969
22 O -4.8364 1.9227 -4.6322  S3 1.440
23 O 3.2170 -1.9644 10.5980  S6 1.441
24 O 0.7051 -1.9978 -1.6682  S10 1.445
25 O -3.8138 3.6430 -6.1697  S3 1.443
26 O 1.1746 -1.1542 11.8436  S6 1.445
27 O -3.2985 0.2687 3.4789  S8 1.443
28 O 1.9755 3.3642 0.6025  N32 1.423, C70 1.344
29 O 3.9729 -2.9163 4.4693  S5 1.442
30 O 0.7207 5.8749 -0.7490  C61 1.171
31 N 2.6074 2.9405 2.9126  C70 1.130
32 N 2.4170 4.6003 0.0539  O28 1.423, C50 1.487, C61 1.473
33 C 1.7567 -2.5501 1.6681  C39 1.531, C57 1.532, H95 1.090, H102 1.094
34 C -0.3099 0.9123 5.3670  C51 1.532, C71 1.532, H89 1.089, H111 1.094
35 C 0.2310 -2.7414 9.3282  C37 1.531, C54 1.525, H117 1.092, H137 1.091
36 C 3.3486 -1.7085 13.2285  S6 1.793, C44 1.532, H94 1.090, H140 1.088
37 C -0.8644 -2.3180 10.3108  C35 1.531, C62 1.531, H98 1.095, H144 1.088
38 C 0.2179 3.1846 -1.9403  I1 2.193, O15 1.429, C69 1.596, H121 1.111
39 C 1.7629 -3.1908 3.0588  S5 1.793, C33 1.531, H77 1.090, H116 1.089
40 C -6.3179 5.1531 -4.1334  C46 1.532, C63 1.532, H120 1.093, H139 1.090
41 C -1.0725 -3.7645 -0.8794  S10 1.787, C52 1.525, H84 1.091, H125 1.090
42 C -1.8549 -4.0140 -3.1757  C52 1.533, C55 1.531, H80 1.093, H87 1.090
43 C 1.3842 2.4255 -9.8161  S9 1.793, C49 1.532, H107 1.090, H138 1.088
44 C 4.1777 -0.5098 13.7015  C36 1.532, C68 1.532, H92 1.093, H123 1.090
45 C 0.2375 -3.7364 -10.7408  C48 1.533, C65 1.524, H75 1.093, H101 1.090
46 C -7.2514 4.1494 -4.8178  C40 1.532, C47 1.525, H97 1.090, H115 1.093
47 C -6.4387 3.5337 -5.9524  S3 1.788, C46 1.525, H74 1.088, H104 1.091
48 C -1.0967 -4.4749 -10.5857  C45 1.533, C66 1.532, H86 1.091, H110 1.093
49 C 0.2691 3.0724 -10.6444  C43 1.532, C53 1.532, H73 1.093, H128 1.090
50 C 3.7241 4.4693 -0.6418  N32 1.487, C64 1.560, H88 1.116, H132 1.117
51 C -1.1364 -0.2831 4.8824  S8 1.789, C34 1.532, H93 1.090, H96 1.087
52 C -2.2432 -3.4504 -1.8042  C41 1.525, C42 1.533, H106 1.094, H113 1.090
53 C -1.0562 2.4446 -10.1999  C49 1.532, C59 1.524, H112 1.090, H126 1.093
54 C -0.1513 -2.1194 7.9891  S4 1.785, C35 1.525, H83 1.091, H85 1.090
55 C -0.4134 -3.5810 -3.4586  S10 1.793, C42 1.531, H129 1.090, H136 1.088
56 C 3.2802 -1.0142 2.7911  S5 1.786, C57 1.525, H79 1.089, H143 1.091
57 C 3.0832 -1.8022 1.5005  C33 1.532, C56 1.525, H109 1.090, H119 1.094
58 C -0.4791 0.7588 -2.4586  C69 1.570, H124 1.113, H131 1.124, H133 1.111
59 C -0.8064 0.9417 -10.1502  S9 1.788, C53 1.524, H103 1.089, H127 1.091
60 C -1.2209 1.8723 3.3201  S8 1.786, C71 1.526, H122 1.089, H141 1.092
61 C 1.3955 4.9392 -0.9519  O15 1.384, O30 1.171, N32 1.473
62 C -1.1067 -0.8195 10.1108  S4 1.790, C37 1.531, H82 1.086, H108 1.089
63 C -4.9678 4.4586 -3.9291  S3 1.794, C40 1.532, H99 1.090, H142 1.089
64 C 3.9984 3.0865 -1.3099  O21 1.441, C50 1.560, H105 1.115, H130 1.120
65 C 0.4118 -2.9204 -9.4659  S7 1.788, C45 1.524, H81 1.087, H100 1.089
66 C -1.1234 -5.0845 -9.1808  S7 1.795, C48 1.532, H72 1.090, H135 1.089
67 C 3.2514 0.4457 11.6582  S6 1.785, C68 1.525, H90 1.091, H114 1.089
68 C 3.5279 0.7532 13.1259  C44 1.532, C67 1.525, H118 1.093, H145 1.090
69 C 0.4268 1.9513 -2.9308  I2 2.191, C38 1.596, C58 1.570, H134 1.108
70 C 2.4297 3.3308 1.8671  O28 1.344, N31 1.130
71 C -0.9535 2.1771 4.7908  C34 1.532, C60 1.526, H76 1.094, H78 1.090
72 H -0.6952 -6.0864 -9.1707  C66 1.090
73 H 0.4317 2.8659 -11.7058  C49 1.093
74 H -6.8573 2.6004 -6.3244  C47 1.088
75 H 1.0510 -4.4607 -10.8353  C45 1.093
76 H -1.8945 2.3809 5.3098  C71 1.094
77 H 2.1952 -4.1910 3.0394  C39 1.090
78 H -0.3089 3.0492 4.9059  C71 1.090
79 H 4.3062 -0.6846 2.9444  C56 1.089
80 H -1.9134 -5.1055 -3.1504  C42 1.093
81 H 1.4351 -2.5932 -9.3022  C65 1.087
82 H -0.4598 -0.2229 10.7472  C62 1.086
83 H -1.0010 -2.6382 7.5416  C54 1.091
84 H -1.0403 -4.8261 -0.6307  C41 1.091
85 H 0.6770 -2.0749 7.2814  C54 1.090
86 H -1.2247 -5.2428 -11.3496  C48 1.091
87 H -2.5287 -3.6687 -3.9600  C42 1.090
88 H 3.7436 5.2679 -1.4206  C50 1.116
89 H -0.2591 0.9458 6.4546  C34 1.089
90 H 4.1736 0.4409 11.0761  C67 1.091
91 H 4.5405 1.3948 -0.5767  O21 0.969
92 H 5.1998 -0.5972 13.3242  C44 1.093
93 H -0.5150 -1.1645 4.7270  C51 1.090
94 H 2.5437 -1.9391 13.9260  C36 1.090
95 H 1.6174 -3.3003 0.8892  C33 1.090
96 H -1.9441 -0.5150 5.5712  C51 1.087
97 H -8.1580 4.6279 -5.1891  C46 1.090
98 H -1.7835 -2.8710 10.0929  C37 1.095
99 H -4.9266 3.9380 -2.9725  C63 1.090
100 H -0.2621 -2.0646 -9.4527  C65 1.089
101 H 0.2475 -3.1002 -11.6261  C45 1.090
102 H 0.9269 -1.8413 1.5938  C33 1.094
103 H -1.5486 0.4012 -9.5645  C59 1.089
104 H -6.3085 4.2409 -6.7726  C47 1.091
105 H 3.0769 2.4867 -1.4930  C64 1.115
106 H -2.3829 -2.3682 -1.8762  C52 1.094
107 H 1.5636 2.9717 -8.8904  C43 1.090
108 H -2.1483 -0.5532 10.2856  C62 1.089
109 H 3.0702 -1.1466 0.6292  C57 1.090
110 H -1.9205 -3.7641 -10.6944  C48 1.093
111 H 0.7143 0.8225 4.9945  C34 1.094
112 H -1.8703 2.6923 -10.8814  C53 1.090
113 H -3.1717 -3.8862 -1.4350  C52 1.090
114 H 2.5254 1.1193 11.2059  C67 1.089
115 H -7.5457 3.3740 -4.1056  C46 1.093
116 H 0.7630 -3.2274 3.4891  C39 1.089
117 H 1.1952 -2.3510 9.6597  C35 1.092
118 H 2.5893 0.9563 13.6488  C68 1.093
119 H 3.8982 -2.5198 1.3716  C57 1.094
120 H -6.1887 6.0268 -4.7777  C40 1.093
121 H 0.1968 2.7519 -0.9172  C38 1.111
122 H -1.9427 2.5476 2.8629  C60 1.089
123 H 4.2330 -0.4754 14.7899  C44 1.090
124 H -1.3960 1.1512 -1.9636  C58 1.113
125 H -1.0697 -3.1648 0.0304  C41 1.090
126 H -1.3241 2.8121 -9.2056  C53 1.093
127 H -0.7393 0.5202 -11.1546  C59 1.091
128 H 0.2647 4.1554 -10.5191  C49 1.090
129 H -0.3774 -2.6183 -3.9681  C55 1.090
130 H 4.4084 3.2975 -2.3307  C64 1.120
131 H 0.0681 0.0438 -1.7859  C58 1.124
132 H 4.5617 4.7141 0.0551  C50 1.117
133 H -0.7698 0.1883 -3.3661  C58 1.111
134 H 1.4861 1.6305 -2.9828  C69 1.108
135 H -2.1309 -5.1079 -8.7692  C66 1.089
136 H 0.1269 -4.3268 -4.0385  C55 1.088
137 H 0.3132 -3.8266 9.2567  C35 1.091
138 H 2.3101 2.3401 -10.3820  C43 1.088
139 H -6.7267 5.5038 -3.1854  C40 1.090
140 H 3.9669 -2.5903 13.0708  C36 1.088
141 H -0.2929 1.8681 2.7455  C60 1.092
142 H -4.1381 5.1596 -4.0063  C63 1.089
143 H 2.6003 -0.1618 2.8386  C56 1.091
144 H -0.5877 -2.5368 11.3395  C37 1.088
145 H 4.1713 1.6261 13.2368  C68 1.090

Properties
HOMO: -0.2909 hartree
Lowest unoccupied orbital energy: 0.19 eV
Calculated total energy: -6925.3905 Eh
Gap between HOMO and LUMO: 8.11 eV

Atom charges from the Mulliken analysis, given in e for atoms 1 to 2:
1. I 0.161
2. I 0.242